(1)
{"formula": "C21H21NO5", "method": "ωB97M-V/def2-TZVPD", "e_homo_ev": -8.051, "lumo_energy_ev": 0.2, "energy_ev": -33844.4960, "de_lowest_kcal_mol": 49.5, "orbital_gap_ha": 0.3026, "species": ["C", "O", "C", "H", "C", "H", "H", "C", "H", "H", "N", "C", "C", "C", "C", "C", "C", "H", "H", "C", "H", "O", "C", "C", "O", "H", "H", "C", "H", "H", "C", "C", "O", "C", "H", "H", "C", "H", "H", "H", "C", "O", "C", "H", "H", "C", "H", "H"], "coordinates": [[-0.93, -1.88, 0.00], [-0.18, -2.83, 0.62], [-0.25, 3.74, -1.14], [1.30, -4.24, -3.71], [0.40, -2.42, -2.05], [0.76, -3.30, -5.14], [0.37, -3.87, 2.20], [-0.38, 0.37, 3.07], [-0.46, 4.08, -2.14], [0.71, 2.12, -3.05], [1.39, 0.89, 0.54], [-0.68, -1.68, -1.37], [0.65, -1.76, 2.68], [-1.94, -1.15, 0.62], [0.85, 1.28, 3.25], [-2.41, 0.01, -1.44], [0.91, 1.77, -2.05], [2.08, -2.70, -4.10], [1.72, 0.86, 2.73], [1.82, 0.22, -0.49], [-3.43, 0.36, 0.40], [0.56, 2.58, 2.79], [-0.35, 4.03, 1.24], [-0.64, 4.47, -0.05], [1.41, -2.84, -1.55], [-1.14, -2.97, 2.47], [-2.97, 0.75, -1.99], [0.44, 2.53, -0.95], [-1.20, 0.76, 3.68], [-0.67, 0.40, 2.01], [-1.43, -0.74, -2.07], [-0.14, -2.92, 2.03], [-0.18, -0.95, 3.50], [1.13, -3.24, -4.12], [2.34, -0.71, -0.28], [-2.18, -1.31, 1.66], [0.73, 2.05, 0.36], [1.08, 1.41, 4.31], [-1.17, 5.41, -0.18], [-1.22, -0.60, -3.12], [-2.66, -0.21, -0.10], [0.14, -2.55, -3.37], [1.61, 0.62, -1.82], [1.12, -1.17, 1.89], [-0.65, 4.61, 2.10], [0.31, 2.84, 1.47], [2.00, 0.02, -2.63], [1.43, -2.17, 3.32]], "nbo_charge": [0.4269, -0.4916, -0.2136, 0.1962, 0.7862, 0.1949, 0.2015, -0.0834, 0.2090, 0.2144, -0.4694, -0.2528, -0.1140, -0.3332, -0.0968, -0.2609, -0.1381, 0.1871, 0.2078, 0.0575, 0.2164, -0.4910, -0.2612, -0.1899, -0.5876, 0.1851, 0.2175, -0.0953, 0.1881, 0.1783, -0.1344, -0.0915, -0.5433, -0.2582, 0.2087, 0.2285, 0.1505, 0.1870, 0.2160, 0.2275, -0.1543, -0.5137, -0.2574, 0.2073, 0.2254, 0.3053, 0.2214, 0.1873]}

(2)
{"formula": "CH6NOS2", "method": "ωB97M-V/def2-TZVPD", "e_homo_ev": -3.332, "lumo_energy_ev": 3.6, "energy_ev": -26342.3204, "de_lowest_kcal_mol": 29.4, "charge": -1, "orbital_gap_ha": 0.2536, "species": ["S", "O", "H", "H", "H", "N", "C", "H", "S", "H", "H"], "coordinates": [[0.66, 1.03, 2.84], [-0.02, -0.13, 0.19], [1.77, -0.34, -1.95], [-1.58, -0.30, 2.31], [0.10, 0.48, 1.34], [0.85, 0.02, -2.12], [-0.19, -0.42, -1.15], [-0.22, -1.54, -1.26], [-1.10, 0.13, 3.49], [-1.13, 0.02, -1.51], [0.85, 1.06, -2.18]], "nbo_charge": [-0.5037, -0.9473, 0.3471, 0.1325, 0.4132, -0.8936, 0.1413, 0.1108, -0.2530, 0.1102, 0.3424]}

(3)
{"formula": "C5H14N2O", "method": "ωB97M-V/def2-TZVPD", "e_homo_ev": -9.650, "lumo_energy_ev": 0.8, "energy_ev": -10439.1127, "de_lowest_kcal_mol": 44.2, "orbital_gap_ha": 0.3838, "species": ["H", "H", "H", "H", "H", "N", "H", "H", "H", "C", "H", "H", "H", "H", "O", "C", "C", "N", "C", "C", "H", "H"], "coordinates": [[0.62, -0.81, -0.66], [-2.31, 0.32, -1.85], [3.06, -1.58, 1.01], [1.40, 1.54, -0.33], [2.85, -1.92, -0.71], [-1.99, 0.42, 0.17], [-1.07, 1.51, -1.37], [0.83, -0.47, 1.06], [-2.10, -1.22, 1.35], [-2.20, -0.91, 0.30], [1.78, -2.68, 0.47], [-2.80, 1.86, -1.11], [2.82, 0.94, 0.53], [-2.35, 1.91, 1.45], [-2.46, -1.66, -0.61], [1.36, -0.59, 0.11], [2.32, -1.77, 0.23], [-1.67, 1.16, 1.31], [-2.04, 1.07, -1.12], [2.09, 0.70, -0.24], [-0.75, 1.58, 1.21], [2.62, 0.59, -1.18]], "nbo_charge": [0.2007, 0.2476, 0.1983, 0.1920, 0.2006, -0.2911, 0.1925, 0.1905, 0.1262, 0.5283, 0.2122, 0.1933, 0.2019, 0.3505, -0.6182, -0.3979, -0.6012, -0.6413, -0.4365, -0.6029, 0.3500, 0.2046]}

(4)
{"formula": "C22H30N3O", "method": "ωB97M-V/def2-TZVPD", "e_homo_ev": -11.017, "lumo_energy_ev": -2.6, "energy_ev": -29813.3198, "de_lowest_kcal_mol": 0.0, "charge": 1, "orbital_gap_ha": 0.3094, "species": ["C", "H", "H", "H", "C", "C", "C", "C", "C", "H", "H", "H", "C", "H", "C", "H", "C", "H", "N", "H", "C", "H", "C", "H", "C", "C", "N", "H", "C", "H", "H", "H", "H", "C", "C", "C", "C", "C", "C", "H", "H", "H", "H", "H", "C", "H", "H", "N", "H", "O", "H", "H", "H", "H", "C", "H"], "coordinates": [[1.68, 0.14, 1.34], [-5.58, -1.73, -1.65], [0.21, 2.79, -0.13], [-3.78, -3.18, 1.90], [-3.60, -1.84, 0.22], [-0.66, 0.67, 1.16], [4.10, 1.39, -0.28], [-3.52, -2.99, -0.80], [-4.79, 1.76, -0.28], [-2.59, 0.00, 1.57], [4.32, 2.20, -0.97], [-1.84, 1.61, -0.42], [-4.08, 0.65, 0.17], [1.26, -0.70, 1.90], [-1.82, 1.58, 0.67], [1.74, -0.96, -0.51], [6.58, -1.19, -1.49], [5.81, 0.74, 1.75], [0.59, 1.02, 0.95], [4.00, 1.82, 0.73], [6.02, 0.20, 0.84], [-1.72, 2.59, 1.06], [7.07, -0.70, 0.80], [7.67, -0.86, 1.68], [-4.33, -0.63, -0.31], [-4.31, -2.33, 1.49], [-3.04, 0.91, 1.17], [8.17, -2.10, -0.39], [5.53, -0.29, -1.46], [-6.83, 0.20, -2.45], [-4.34, -1.55, 2.25], [3.27, -0.95, 0.37], [-3.45, 1.43, 1.95], [-6.06, 0.34, -1.72], [1.79, 1.63, -1.07], [-5.35, -0.76, -1.26], [-5.78, 1.60, -1.23], [5.24, 0.41, -0.29], [1.04, 2.16, 0.18], [-6.34, 2.46, -1.58], [6.79, -1.73, -2.40], [-5.33, -2.63, 1.26], [2.17, 2.48, -1.65], [-4.57, 2.74, 0.12], [2.42, -0.34, 0.08], [-3.16, -2.63, -1.76], [2.36, 0.69, 1.99], [2.88, 0.75, -0.74], [-2.83, -3.74, -0.43], [-1.02, -0.36, 1.75], [-2.57, -1.58, 0.47], [1.09, 1.08, -1.70], [4.92, -0.13, -2.33], [1.73, 2.74, 0.79], [7.35, -1.40, -0.36], [-4.49, -3.47, -0.94]], "nbo_charge": [-0.2527, 0.2223, 0.2085, 0.2274, -0.2643, 0.6676, -0.2594, -0.6010, -0.2248, 0.4880, 0.2160, 0.2562, 0.0836, 0.2512, -0.3242, 0.2011, -0.1867, 0.2082, -0.3852, 0.1658, -0.2463, 0.2469, -0.2002, 0.2197, -0.0116, -0.5921, -0.5604, 0.2211, -0.2399, 0.2331, 0.1947, 0.2382, 0.4384, -0.1868, -0.2160, -0.1375, -0.1925, 0.0419, -0.2402, 0.2353, 0.2181, 0.2194, 0.2201, 0.2192, -0.2344, 0.2168, 0.2082, -0.4366, 0.2277, -0.6498, 0.2163, 0.1954, 0.2200, 0.2149, -0.2088, 0.2106]}

(5)
{"formula": "C25H32AuN5OSSe", "method": "ωB97M-V/def2-TZVPD", "e_homo_ev": -13.877, "lumo_energy_ev": -7.7, "energy_ev": -115802.5644, "de_lowest_kcal_mol": 6.2, "charge": 2, "orbital_gap_ha": 0.2258, "species": ["H", "H", "H", "N", "H", "C", "Se", "C", "H", "C", "H", "C", "H", "H", "H", "H", "C", "N", "H", "H", "H", "H", "S", "C", "N", "C", "C", "H", "H", "C", "H", "H", "H", "H", "C", "H", "C", "O", "H", "H", "N", "C", "H", "C", "N", "H", "C", "C", "H", "C", "C", "C", "C", "H", "H", "H", "C", "C", "C", "H", "Au", "C", "C", "C", "H", "H"], "coordinates": [[-1.41, 0.38, 4.57], [-3.39, 1.69, -0.14], [-2.39, -3.93, -2.16], [-3.90, 1.94, 1.88], [-5.97, 1.66, 2.37], [5.69, -2.24, -1.00], [-1.03, 2.23, 1.90], [-2.75, 1.82, 2.55], [4.89, 2.03, 0.52], [4.13, 3.96, -0.03], [-1.15, 1.51, -3.63], [5.41, -1.10, -1.75], [0.34, 0.96, -4.45], [3.50, -1.75, 1.55], [5.23, -3.35, 0.78], [-4.90, 0.99, 4.81], [-4.01, 2.34, 0.47], [-2.96, -2.90, -0.42], [0.94, 4.59, -1.00], [-2.65, 0.85, 5.75], [5.07, 4.46, 0.12], [-3.15, -4.94, -0.92], [-2.31, -1.01, 1.39], [-4.42, 1.29, 3.90], [1.71, 0.04, 0.95], [3.02, 4.68, -0.46], [1.80, 4.03, -0.65], [-5.05, 2.25, 0.17], [-4.34, -1.35, -0.33], [4.45, -0.20, -1.32], [6.45, -2.93, -1.32], [1.92, -0.46, -2.98], [-3.68, 3.37, 0.35], [-0.29, -4.43, -1.17], [-2.10, 1.17, 4.87], [-1.08, -5.22, 0.20], [1.03, -1.02, -2.72], [-0.77, 0.04, -1.60], [-1.11, -0.03, -4.52], [-0.23, -3.02, 1.08], [-0.93, -3.12, 0.37], [2.70, 0.50, 0.29], [-1.54, 2.08, 5.09], [-4.27, -2.36, -0.72], [-3.06, 1.42, 3.79], [4.25, 0.69, -1.90], [-2.46, -4.12, -1.09], [4.03, 2.59, 0.19], [1.19, -1.54, -1.78], [-4.95, 1.62, 2.70], [-0.53, 0.65, -3.88], [4.03, -1.59, 0.61], [5.00, -2.48, 0.19], [-4.41, -2.35, -1.80], [0.88, -1.74, -3.53], [5.96, -0.92, -2.66], [1.69, 2.68, -0.41], [-2.05, -2.40, 0.40], [3.75, -0.44, -0.14], [-5.05, -2.99, -0.27], [-0.18, 0.00, 1.22], [-1.09, -4.34, -0.43], [2.81, 1.95, 0.01], [-0.15, -0.10, -2.63], [0.75, 2.17, -0.59], [3.10, 5.74, -0.64]], "nbo_charge": [0.2315, 0.2409, 0.2203, -0.3046, 0.2575, -0.1577, 0.0210, 0.2092, 0.2357, -0.1929, 0.2422, -0.2038, 0.2425, 0.2251, 0.2345, 0.2581, -0.4126, -0.3571, 0.2205, 0.2385, 0.2395, 0.2322, -0.2341, -0.0289, -0.5558, -0.1791, -0.1513, 0.2337, 0.2317, -0.1913, 0.2367, 0.2491, 0.2387, 0.2261, -0.4083, 0.2253, -0.7309, -0.6213, 0.2532, 0.4297, -0.5710, 0.2829, 0.2422, -0.4115, -0.3079, 0.2303, -0.2218, -0.1619, 0.2251, -0.0427, -0.7278, -0.1833, -0.2045, 0.2253, 0.2490, 0.2368, -0.2151, 0.3782, -0.0642, 0.2265, 0.9586, -0.2281, -0.1395, 0.6275, 0.2173, 0.2360]}

(6)
{"formula": "C2H2N4", "method": "ωB97M-V/def2-TZVPD", "e_homo_ev": -8.007, "lumo_energy_ev": 0.6, "energy_ev": -8063.5963, "de_lowest_kcal_mol": 58.5, "orbital_gap_ha": 0.3149, "species": ["N", "C", "N", "C", "H", "N", "N", "H"], "coordinates": [[0.41, 0.15, 1.04], [-0.20, -1.09, 0.80], [0.20, 1.90, -0.62], [0.44, 1.02, 0.18], [-0.62, -1.66, 1.61], [-0.48, -1.38, -0.43], [-0.60, -1.48, -1.57], [0.85, 2.55, -1.00]], "nbo_charge": [-0.5157, -0.0827, -0.7079, 0.6682, 0.2269, 0.0137, -0.0107, 0.4082]}